{"formula": "C10H25BN2O4PS", "method": "ωB97M-V/def2-TZVPD", "species": ["H", "C", "H", "H", "O", "H", "C", "B", "H", "H", "H", "H", "C", "H", "C", "H", "H", "C", "H", "H", "C", "H", "P", "N", "H", "H", "H", "O", "H", "H", "O", "O", "S", "C", "C", "H", "H", "N", "C", "H", "H", "H", "C", "H"], "xyz": [[-0.57499, 0.47415, 0.65690], [2.36185, 0.02576, 2.23749], [-3.92599, -1.13491, -4.97022], [1.66119, -2.66610, 1.77181], [-3.87507, -0.75926, -4.08830], [0.33386, 2.42587, 4.57172], [0.87335, 1.52941, 4.25779], [-2.73423, -0.06810, -3.84578], [0.49625, 2.09690, 2.23681], [-0.76473, 1.07115, 2.91601], [-0.92022, -2.11037, 0.22574], [0.92656, 0.91790, 6.31788], [-0.39498, 0.19285, -4.35630], [2.75192, 0.99799, 1.94482], [0.17006, -2.19518, 0.27562], [1.41423, -0.36103, 5.23597], [-0.03473, 2.28261, -7.30364], [0.81042, -0.91407, -0.24542], [0.07656, -3.29884, 2.13902], [-2.14899, 2.15297, -6.73011], [0.71740, 0.47062, 5.34767], [-0.81435, -1.07135, 2.61632], [-0.96154, 1.40327, -6.73934], [0.87779, 0.05052, 2.10447], [1.89028, -1.04343, -0.34572], [-0.95131, 2.13069, -4.54666], [0.44967, -0.68417, -1.24951], [0.60535, -0.15606, -3.81903], [0.44845, -3.03972, -0.35257], [1.91762, 1.83711, 4.17980], [-1.53030, -0.55031, -4.32694], [-2.73035, 1.11236, -3.12278], [-1.07280, -0.31262, -7.59243], [0.26286, -1.24060, 2.59558], [0.31288, 1.23156, 2.87422], [-0.29687, 0.06954, 5.38195], [2.77340, -0.74184, 1.59251], [-0.49608, 1.41319, -5.10419], [0.49636, 0.26558, 0.65149], [1.02225, 1.16343, 0.32854], [2.62504, -0.19038, 3.26863], [0.61062, -1.39079, 3.61282], [0.59448, -2.43593, 1.71921], [-3.25315, 1.04964, -2.32185]], "forces_ev_per_angstrom": [[-0.001, -0.012, 0.014], [-0.013, -0.060, -0.011], [0.133, -0.470, -0.006], [0.000, -0.009, 0.006], [-0.121, 0.458, 0.121], [-0.002, 0.019, -0.044], [0.076, -0.098, 0.078], [-0.161, 0.069, -0.202], [-0.015, 0.003, 0.001], [0.007, -0.035, -0.009], [-0.002, 0.006, 0.000], [-0.012, 0.001, 0.003], [-0.075, 0.143, -0.266], [0.004, 0.000, 0.008], [0.014, 0.015, 0.038], [-0.012, -0.005, -0.008], [-0.026, 0.142, -0.009], [-0.003, -0.161, -0.056], [-0.004, 0.017, 0.040], [0.024, 0.148, 0.016], [-0.013, 0.035, -0.013], [0.001, 0.017, -0.020], [0.054, -0.308, -0.177], [-0.014, 0.090, -0.028], [0.002, 0.006, -0.013], [0.137, 0.039, 0.015], [0.023, 0.083, 0.010], [-0.058, -0.053, 0.164], [0.011, 0.004, -0.004], [-0.004, 0.010, -0.003], [0.207, 0.156, -0.031], [0.583, -0.527, 0.282], [0.003, 0.047, 0.088], [0.075, -0.107, 0.046], [0.001, 0.061, 0.015], [-0.001, 0.000, 0.004], [0.000, 0.011, -0.012], [-0.248, -0.124, 0.181], [0.014, 0.001, -0.061], [-0.034, 0.021, 0.011], [-0.004, 0.019, 0.002], [-0.053, 0.035, 0.012], [-0.002, 0.020, -0.100], [-0.490, 0.294, -0.084]], "mulliken_charge": [0.424, -1.082, 0.321, 0.312, -0.437, 0.417, -0.494, 0.746, 0.368, 0.409, 0.286, 0.416, 0.414, 0.364, -0.682, 0.305, 0.100, -0.517, 0.418, 0.078, -1.215, 0.420, 0.227, 0.235, 0.337, 0.344, 0.202, -0.480, 0.396, 0.342, -0.378, -0.569, -0.327, -0.507, -0.617, 0.315, 0.452, -0.294, -0.624, 0.398, 0.365, 0.315, -0.776, 0.274], "total_charge": 1, "e_tot_ev": -42744.6584, "molar_mass_g_mol": 311.2, "homo_lumo_gap_ha": 0.3107, "homo_energy_ev": -10.979, "max_force_ev_per_a": 0.835}